[1]
DFT (wB97M-V/def2-TZVPD) results for the molecule C5H8O.

Calculated total energy   -7358.7075 eV
SMILES   O=CCC1CC1
ΔE to the lowest compared entry with this formula, charge and spin   342.3 kJ/mol
LUMO level   0.033 hartree

Structure (XYZ):
```
14
Properties=species:S:1:pos:R:3:forces:R:3:nbo_charge:R:1
O 2.52758 -1.00426 -0.30173 -0.74 4.84 1.61 -0.55
C 2.21389 0.14307 0.15219 3.12 -3.72 1.56 0.44
C 0.88050 0.76584 -0.04871 -0.17 -0.57 -0.32 -0.54
C -0.11839 -0.42867 -0.27544 -3.06 0.99 -0.30 -0.23
C -1.59634 0.04592 -0.73122 0.51 -1.25 2.58 -0.45
C -1.38314 -0.66685 0.73541 0.38 2.37 -0.98 -0.42
H 2.96406 0.70149 1.00705 -1.57 -1.31 -2.47 0.12
H 1.02629 1.30090 -1.02817 -0.53 -0.02 0.88 0.25
H 0.69646 1.48821 0.81378 -0.19 -0.97 -1.34 0.24
H 0.37916 -1.29196 -0.88049 -1.29 1.59 1.56 0.27
H -1.89204 1.09569 -0.49145 0.61 -0.81 -0.89 0.21
H -2.23108 -0.49048 -1.51662 1.24 0.74 1.31 0.23
H -1.65353 -0.00203 1.76953 1.28 -1.73 -3.25 0.22
H -1.81344 -1.65686 0.79590 0.40 -0.15 0.05 0.22
```
Forces are in eV/Å.


[2]
DFT (wB97M-V/def2-TZVPD) results for the molecule C5H8O.

Calculated total energy   -7359.3965 eV
SMILES   C[C@H]1[C@H]2CO[C@@H]12
ΔE to the lowest compared entry with this formula, charge and spin   275.8 kJ/mol
LUMO level   0.040 hartree

Structure (XYZ):
```
14
Properties=species:S:1:pos:R:3:forces:R:3:nbo_charge:R:1
C 1.61341 -0.27838 0.43648 0.14 -0.17 0.09 -0.62
C 0.61710 0.52227 -0.34080 0.41 0.06 0.19 -0.27
C -0.60703 -0.02117 -0.98256 -0.66 1.32 0.42 -0.27
C -1.38147 -0.82811 0.02984 -0.29 -0.06 0.43 -0.09
O -1.43317 0.23945 1.00573 0.28 -0.69 0.59 -0.52
C -0.62336 1.08256 0.23169 -0.24 0.25 -0.79 0.11
H 1.11763 -0.89963 1.18791 0.11 0.04 -0.09 0.21
H 2.29134 0.40434 0.95825 0.01 -0.20 -0.03 0.21
H 2.18464 -0.91783 -0.23931 0.11 -0.05 0.16 0.21
H 1.05128 1.28169 -0.99310 0.12 -0.05 0.16 0.22
H -0.91665 0.08896 -2.01541 0.32 -0.07 0.08 0.23
H -0.88436 -1.67663 0.51085 0.00 -0.14 -0.46 0.18
H -2.37838 -1.11711 -0.31111 0.03 0.15 0.18 0.19
H -0.69260 2.13974 0.53336 -0.36 -0.37 -0.93 0.20
```
Forces are in eV/Å.


[3]
DFT (wB97M-V/def2-TZVPD) results for the molecule C5H8O.

Calculated total energy   -7360.5389 eV
SMILES   C[C@@H]1C=CCO1
ΔE to the lowest compared entry with this formula, charge and spin   165.6 kJ/mol
LUMO level   0.040 hartree

Structure (XYZ):
```
14
Properties=species:S:1:pos:R:3:forces:R:3:nbo_charge:R:1
C 1.83055 -0.39283 0.30879 -0.13 -0.52 -0.46 -0.65
C 0.67113 0.30342 -0.44753 -0.71 -0.27 0.00 0.07
C -0.25655 1.02690 0.45498 -0.26 -0.58 -0.43 -0.22
C -1.49998 0.53258 0.42272 0.55 0.67 0.44 -0.22
C -1.59573 -0.63051 -0.54250 0.24 0.32 0.18 -0.09
O -0.25620 -0.73899 -1.10776 0.74 1.35 0.85 -0.55
H 1.98230 -1.24167 -0.35497 0.52 -0.38 0.29 0.24
H 2.80889 0.13442 0.42001 -1.01 0.04 -0.35 0.22
H 1.53886 -0.76135 1.30504 -0.10 0.11 -0.43 0.21
H 1.13255 1.08398 -1.12263 -0.72 -1.29 -0.25 0.19
H 0.28555 1.81213 0.96528 -0.92 0.31 0.58 0.22
H -2.33740 0.89862 1.02605 0.30 -0.23 -0.32 0.22
H -2.38694 -0.46648 -1.31946 0.89 0.03 0.26 0.18
H -1.91702 -1.56022 -0.00800 0.60 0.45 -0.36 0.18
```
Forces are in eV/Å.


[4]
DFT (wB97M-V/def2-TZVPD) results for the molecule C5H8O.

Calculated total energy   -7360.3450 eV
SMILES   C=CCOC=C
ΔE to the lowest compared entry with this formula, charge and spin   184.3 kJ/mol
LUMO level   0.042 hartree

Structure (XYZ):
```
14
Properties=species:S:1:pos:R:3:forces:R:3:nbo_charge:R:1
C 1.68187 -0.96118 -0.71719 -0.05 0.05 -0.08 -0.39
C 0.72927 -0.08552 -1.01027 0.10 -0.09 0.03 -0.20
C -0.74497 -0.38174 -0.93832 0.15 -0.25 -0.13 -0.11
O -1.48832 0.69973 -0.40029 0.06 0.13 0.12 -0.50
C -1.15787 1.12229 0.84778 0.04 0.07 0.22 0.15
C -0.38288 0.51782 1.74683 -0.07 -0.01 -0.12 -0.54
H 2.73443 -0.70805 -0.80473 -0.15 -0.03 -0.03 0.20
H 1.44735 -1.96701 -0.36895 0.00 0.18 -0.06 0.19
H 0.98023 0.92613 -1.32956 0.00 -0.16 0.01 0.21
H -1.14993 -0.50322 -1.94825 0.05 -0.04 0.14 0.21
H -0.92776 -1.31281 -0.38097 0.00 0.17 -0.03 0.18
H -1.62600 2.08455 1.03974 0.06 -0.15 0.04 0.19
H -0.18230 1.01233 2.69020 -0.15 -0.06 -0.11 0.22
H 0.08687 -0.44332 1.57399 -0.05 0.19 0.02 0.21
```
Forces are in eV/Å.


[5]
DFT (wB97M-V/def2-TZVPD) results for the molecule C5H8O.

Calculated total energy   -7359.8064 eV
SMILES   C=C=C(O)CC
ΔE to the lowest compared entry with this formula, charge and spin   236.3 kJ/mol
LUMO level   0.032 hartree

Structure (XYZ):
```
14
Properties=species:S:1:pos:R:3:forces:R:3:nbo_charge:R:1
C 0.07023 0.52097 -2.05769 0.02 -0.01 -0.17 -0.44
C 0.52031 0.90796 -0.88256 -0.61 -0.23 -0.12 -0.16
C -0.04959 0.93846 0.31737 0.16 -0.18 0.01 0.36
O -0.67583 2.04564 0.77452 0.15 0.19 0.05 -0.65
C -0.16517 -0.25594 1.20681 0.04 0.03 0.13 -0.46
C 0.45471 -1.53032 0.63376 0.04 -0.03 0.03 -0.61
H -0.95018 0.13871 -2.05082 0.01 0.04 -0.47 0.18
H 0.59146 0.52693 -3.00425 0.22 0.03 0.03 0.20
H -0.63325 2.69876 0.05738 -0.08 -0.03 0.24 0.49
H 0.24318 -0.02151 2.19419 -0.02 -0.04 -0.01 0.23
H -1.24755 -0.39270 1.34133 0.13 0.01 0.09 0.23
H -0.04477 -1.85349 -0.28618 0.06 0.14 0.20 0.21
H 0.37484 -2.34076 1.36406 0.02 0.10 -0.09 0.21
H 1.51162 -1.38272 0.39208 -0.13 -0.01 0.07 0.22
```
Forces are in eV/Å.


[6]
DFT (wB97M-V/def2-TZVPD) results for the molecule C5H8O.

Calculated total energy   -7360.5025 eV
SMILES   C=CO/C=C\C
ΔE to the lowest compared entry with this formula, charge and spin   169.1 kJ/mol
LUMO level   0.043 hartree

Structure (XYZ):
```
14
Properties=species:S:1:pos:R:3:forces:R:3:nbo_charge:R:1
C 0.59895 -0.42550 2.60742 -0.06 -0.06 -0.10 -0.48
C 0.12634 -1.04317 1.53427 0.14 -0.07 0.23 0.14
O -0.55758 -0.35972 0.56967 0.03 0.11 0.04 -0.51
C -0.38874 -0.80721 -0.71869 0.05 -0.03 -0.30 0.11
C -0.24978 0.04496 -1.72723 -0.03 -0.12 0.11 -0.24
C -0.20479 1.53549 -1.56876 -0.01 0.07 0.03 -0.65
H 1.10328 -0.98306 3.38706 -0.10 0.03 -0.12 0.21
H 0.48710 0.64846 2.71812 0.00 -0.15 0.01 0.21
H 0.22944 -2.11550 1.35870 0.01 0.16 0.03 0.17
H -0.40208 -1.89110 -0.84055 0.02 0.18 0.01 0.18
H -0.16449 -0.37579 -2.72612 -0.04 0.03 0.15 0.21
H 0.72534 1.94474 -1.98010 -0.14 -0.07 0.03 0.22
H -0.26839 1.81186 -0.51371 0.01 -0.01 -0.18 0.23
H -1.03463 2.01552 -2.10008 0.11 -0.07 0.06 0.22
```
Forces are in eV/Å.


[7]
DFT (wB97M-V/def2-TZVPD) results for a cluster of 2 separate species, C5H8O in total.

Calculated total energy   -7359.6878 eV
SMILES   C1=COC=CC1.[H][H]
ΔE to the lowest compared entry with this formula, charge and spin   247.7 kJ/mol
LUMO level   0.043 hartree

Structure (XYZ):
```
14
Properties=species:S:1:pos:R:3:forces:R:3:nbo_charge:R:1
C -0.87998 0.89012 0.51497 0.05 -0.11 0.17 -0.27
C -0.14709 0.18307 1.36972 -0.15 0.23 -0.03 0.12
O 0.33950 -1.06222 1.03483 -0.05 -0.03 0.00 -0.50
C 0.60367 -1.21989 -0.30872 -0.04 0.04 -0.27 0.12
C -0.09967 -0.56968 -1.23086 0.08 -0.16 0.11 -0.27
C -1.31395 0.17686 -0.74030 -0.03 0.06 -0.06 -0.47
H -1.11342 1.93320 0.69280 -0.13 -0.19 0.17 0.22
H 0.17587 0.49469 2.35720 -0.02 -0.01 -0.17 0.20
H 1.44879 -1.87682 -0.48359 -0.10 0.13 0.01 0.20
H 0.20983 -0.54187 -2.26887 -0.09 -0.26 0.09 0.22
H -2.09199 -0.55564 -0.47581 0.03 0.16 -0.12 0.21
H -1.74539 0.84221 -1.48983 0.18 0.00 0.08 0.22
H 2.23167 0.81879 0.80728 0.17 0.03 -0.05 0.00
H 2.47626 0.40862 0.23870 0.11 0.11 0.06 0.00
```
Forces are in eV/Å.


[8]
DFT (wB97M-V/def2-TZVPD) results for the molecule C5H8O.

Calculated total energy   -7359.2398 eV
SMILES   O[C@H]1C[C@H]2C[C@H]21
ΔE to the lowest compared entry with this formula, charge and spin   290.9 kJ/mol
LUMO level   0.038 hartree

Structure (XYZ):
```
14
Properties=species:S:1:pos:R:3:forces:R:3:nbo_charge:R:1
O -1.01041 1.88573 0.20924 -0.24 0.39 -0.37 -0.70
C -0.73135 0.56518 0.57807 -0.10 0.09 0.14 0.10
C -1.07253 -0.60948 -0.37437 -0.14 0.10 0.10 -0.44
C 0.31701 -1.18977 -0.09668 0.03 0.67 0.75 -0.26
C 1.31325 -0.23437 -0.64425 0.26 0.21 -0.14 -0.43
C 0.72796 0.19471 0.64015 0.09 0.75 0.03 -0.25
H -0.42856 2.05202 -0.54432 -0.21 0.28 0.13 0.46
H -1.22929 0.37912 1.53712 0.22 0.18 -0.11 0.18
H -1.20779 -0.27946 -1.41442 0.19 -0.24 0.21 0.21
H -1.93208 -1.22675 -0.10481 0.15 0.16 0.12 0.22
H 0.52431 -1.63727 0.85926 0.07 -2.08 -0.61 0.25
H 1.00834 0.34998 -1.50799 0.05 -0.46 -0.25 0.21
H 2.35353 -0.53202 -0.65748 0.01 0.19 0.15 0.24
H 1.36762 0.28239 1.52048 -0.38 -0.22 -0.17 0.22
```
Forces are in eV/Å.


[9]
DFT (wB97M-V/def2-TZVPD) results for the molecule C5H8O.

Calculated total energy   -7357.8297 eV
ΔE to the lowest compared entry with this formula, charge and spin   427.0 kJ/mol
LUMO level (spin up / spin down)   0.011 / -0.006 hartree

Structure (XYZ):
```
14
Properties=species:S:1:pos:R:3:forces:R:3:nbo_charge:R:1
O -2.03975 0.87827 0.49660 -0.05 -0.32 -0.14 -0.70
C -0.64184 1.07504 0.42355 0.55 0.28 -0.02 -0.05
C 0.19511 0.32885 1.33975 -0.20 0.04 0.93 -0.31
C 0.95356 -1.54696 -0.39650 0.06 -0.11 -0.18 -0.40
C 0.41027 -0.60559 -1.21345 0.01 -0.05 0.12 -0.26
C 0.04694 0.70444 -0.84225 -0.11 0.15 -0.61 -0.20
H -2.21064 0.02680 0.07330 -0.13 0.11 0.06 0.47
H -0.45882 2.14709 0.55780 -0.11 -0.06 0.02 0.21
H 1.03643 0.80698 1.82784 -0.02 -0.01 -0.17 0.20
H -0.18203 -0.57508 1.80633 0.11 0.02 -0.20 0.20
H 1.56508 -1.26571 0.45091 -0.18 -0.05 -0.06 0.21
H 0.93616 -2.59737 -0.67425 0.08 0.09 0.01 0.20
H 0.24287 -0.87086 -2.26133 -0.06 -0.01 0.13 0.22
H 0.14666 1.49410 -1.58832 0.06 -0.08 0.10 0.20
```
Forces are in eV/Å.


[10]
DFT (wB97M-V/def2-TZVPD) results for the ion C5H8O with charge +1.

Calculated total energy   -7351.9728 eV
ΔE to the lowest compared entry with this formula, charge and spin   110.7 kJ/mol
Total charge   +1
2S+1   2
LUMO level (spin up / spin down)   -0.164 / -0.262 hartree

Structure (XYZ):
```
14
Properties=species:S:1:pos:R:3:forces:R:3:mulliken_spin:R:1
C -1.36752 -1.24679 -1.82609 -1.12 1.11 -1.35 0.01
C -0.28240 -0.89166 -0.91505 0.39 -0.87 0.37 0.31
C -0.21923 0.22490 -0.11265 -1.36 -1.18 -0.33 0.02
C 0.39187 0.23613 1.16682 -0.66 0.65 -0.84 0.28
C 1.14677 1.33900 1.50697 -0.31 0.03 0.97 0.16
O 2.12530 1.19383 2.31937 0.74 -0.85 0.92 0.10
H -1.97923 -2.09721 -1.51454 0.42 -0.18 0.37 0.03
H -1.07781 -1.45552 -2.85325 0.66 -0.46 0.01 0.02
H -2.08468 -0.44338 -2.00184 -0.05 0.26 0.53 0.00
H 0.53794 -1.60405 -0.89727 -0.03 -0.12 0.44 0.02
H -0.94323 0.94323 -0.48048 0.43 1.10 0.29 0.04
H 0.14551 -0.55323 1.86704 1.23 -0.52 -0.16 0.01
H 0.97287 2.35800 1.27043 -0.42 0.71 -1.38 0.01
H 2.63384 1.99675 2.47053 0.09 0.34 0.16 0.00
```
Forces are in eV/Å.


Question: Which of these has the highest calculated total energy?
Answer: number 10


Question: ΔE to the lowest compared entry with this formula, charge and spin of number 2 (C5H8O)?
Answer: 275.8 kJ/mol